Record 1
44
Properties=species:S:1:pos:R:3:forces:R:3 method="wB97M-V/def2-TZVPD" relative_energy_kj_mol=0.0 orbital_gap_ev=5.5 total_charge=-2 e_homo_ev=-1.57
Ni 0.3359 -1.1976 1.0244 0.032 0.084 -0.012
N -0.9983 0.2321 0.7801 -0.070 -0.174 0.014
C -0.5322 1.2204 -0.1964 0.048 0.046 0.054
C -1.3269 1.1405 -1.5180 0.047 -0.017 -0.043
C -2.2290 2.3486 -1.7894 0.009 0.070 0.036
C -1.4846 3.4384 -2.5604 -0.018 -0.013 -0.018
N -0.2233 3.8089 -1.9410 0.004 -0.012 0.046
C -0.1102 4.7082 -0.9614 0.009 -0.047 -0.017
N -1.0428 5.6257 -0.7025 0.004 0.119 0.055
N 1.0147 4.7201 -0.2497 0.143 0.001 0.007
C 0.9754 1.0356 -0.4400 -0.012 -0.010 -0.027
O 1.5550 1.9354 -1.1059 0.016 -0.010 0.019
O 1.5207 0.0140 0.0362 0.021 0.036 -0.011
H -1.6882 -0.4211 0.3913 -0.039 0.052 -0.009
H -1.3716 0.6364 1.6276 0.006 0.025 -0.050
H -0.6337 2.2159 0.2479 -0.047 0.012 -0.005
H -1.9015 0.2130 -1.5056 -0.022 0.015 0.005
H -0.6283 1.0281 -2.3524 -0.011 -0.019 -0.012
H -2.6066 2.7557 -0.8451 -0.011 -0.027 0.007
H -3.1015 2.0556 -2.3792 0.009 -0.024 -0.012
H -2.1047 4.3251 -2.7137 0.003 0.005 -0.004
H -1.2445 3.0635 -3.5576 0.000 0.001 0.001
H 0.4820 3.0453 -1.8426 0.011 -0.003 -0.009
H -1.9318 5.5755 -1.1618 -0.008 -0.037 0.032
H -0.9498 6.1579 0.1841 -0.037 -0.015 -0.059
H 1.5810 3.8775 -0.2746 -0.022 -0.013 -0.034
H 1.0697 5.3563 0.5430 -0.076 -0.021 0.007
S -2.0311 -2.6132 -1.0176 0.021 -0.017 0.032
As -0.9242 -3.6189 0.5343 0.093 -0.048 -0.068
S 1.2420 -3.1174 0.4199 -0.103 -0.074 -0.031
S -1.0627 -2.3168 2.3292 0.000 0.090 0.033
S -1.3717 -5.6546 0.8429 0.005 -0.012 0.002
Se -0.1904 6.7814 2.3002 0.120 -0.020 -0.019
C -0.2185 4.9177 2.7442 -0.167 0.071 0.019
C -1.4183 4.2000 2.7223 -0.009 -0.012 0.007
C -1.4561 2.8419 3.0091 -0.053 0.066 -0.008
C -0.2890 2.1500 3.3085 0.004 0.022 0.045
C 0.9098 2.8507 3.3356 0.032 -0.007 -0.024
C 0.9441 4.2135 3.0693 -0.006 -0.017 -0.007
H -2.3364 4.7252 2.4861 0.009 0.010 0.002
H -2.4159 2.3345 2.9958 0.055 -0.076 0.007
H -0.3048 1.0843 3.5034 0.008 0.011 0.051
H 1.8309 2.3248 3.5566 0.002 -0.004 0.002
H 1.8869 4.7477 3.1006 0.001 -0.008 -0.004



Record 2
16
Properties=species:S:1:pos:R:3:forces:R:3 method="wB97M-V/def2-TZVPD" relative_energy_kj_mol=603.8 orbital_gap_ev="5.0 / 9.5" total_charge=0 e_homo_ev="-8.16 / -10.36"
C -2.3670 -1.4456 1.1890 2.320 -0.222 -0.111
C 0.3567 -1.3537 1.3850 1.053 2.459 0.810
C 0.0234 -2.0980 0.1173 0.266 -2.418 -1.263
C -1.0374 -1.5342 0.9573 1.954 0.418 -0.988
C 0.5836 2.8450 -1.4331 -1.345 1.414 -1.368
N -3.4573 -1.4456 1.5138 -3.100 0.175 0.603
O 0.7043 0.2217 -1.5918 -0.306 -0.225 -1.740
O 0.9513 1.1247 0.6187 -1.191 2.911 -2.219
S 0.1965 1.2226 -0.6940 1.972 -0.446 2.596
H 0.6799 -1.7750 2.3417 -0.179 -0.718 -0.461
H 0.9261 -0.2510 1.3294 -2.080 -3.332 -0.052
H 0.2832 -1.8676 -0.9469 -0.331 1.102 1.299
H 0.1274 -3.2113 0.0408 -0.361 0.632 0.965
H 0.0051 3.0797 -2.4199 0.753 -0.956 1.933
H 0.3988 3.6650 -0.7263 -0.083 -0.517 -0.012
H 1.6254 2.8231 -1.6808 0.659 -0.277 0.006



Record 3
62
Properties=species:S:1:pos:R:3:forces:R:3 method="wB97M-V/def2-TZVPD" relative_energy_kj_mol=0.0 orbital_gap_ev=9.8 total_charge=0 e_homo_ev=-9.16
C -3.6163 1.7650 1.7112 -0.053 -0.237 -0.133
C -3.1979 0.6116 0.8066 0.179 0.169 -0.041
C -1.6814 0.4412 0.7094 -0.269 -0.166 0.254
C -1.0272 0.0606 2.0358 0.242 0.016 -0.405
C 0.4520 -0.2673 1.8480 -0.040 0.109 0.278
C 1.1680 -0.6297 3.1489 -0.119 -0.075 -0.073
C 0.7171 -1.9401 3.7973 0.284 0.062 -0.065
C 1.0476 -3.1927 2.9775 -0.137 0.039 0.128
C 0.1271 -3.4021 1.8152 -0.013 -0.155 0.046
C 0.4575 -3.8138 0.5997 -0.049 -0.126 -0.154
C 1.8430 -4.1288 0.1161 0.175 0.204 0.140
C 2.5970 -2.8822 -0.3677 -0.261 -0.202 -0.200
C 1.8694 -2.1500 -1.4925 0.404 0.146 0.182
C 2.7257 -1.0253 -2.0713 -0.283 -0.123 -0.234
C 1.9827 -0.1778 -3.1066 0.108 0.101 0.322
C 1.0998 0.8935 -2.4681 0.040 -0.124 -0.335
C 0.3186 1.6737 -3.5317 0.161 0.144 0.162
C -0.3401 2.8978 -2.9282 -0.214 -0.728 -0.184
O 0.1138 4.0198 -3.0621 0.248 0.487 -0.070
N -1.4542 2.6394 -2.2132 -0.299 -0.151 0.095
C -2.2608 3.6701 -1.5798 0.321 0.319 0.187
C -1.4933 4.4627 -0.5045 -0.222 -0.224 0.019
O -0.8405 5.5832 -1.0178 0.319 0.381 -0.287
H -3.1168 2.6849 1.4150 0.054 0.164 0.006
H -4.6912 1.9210 1.6514 -0.085 0.085 0.059
H -3.3637 1.5555 2.7469 0.022 0.062 0.137
H -3.5989 0.7829 -0.1969 -0.072 -0.068 -0.021
H -3.6398 -0.3162 1.1771 -0.045 -0.061 -0.079
H -1.4668 -0.3468 -0.0194 0.099 0.008 -0.079
H -1.2344 1.3691 0.3441 0.078 0.038 -0.096
H -1.5486 -0.8045 2.4481 -0.095 -0.037 0.105
H -1.1247 0.8830 2.7463 -0.044 0.001 0.124
H 0.5486 -1.0941 1.1446 0.031 0.087 -0.133
H 0.9502 0.6031 1.4116 0.015 0.012 -0.091
H 1.0208 0.1800 3.8689 0.083 0.060 0.009
H 2.2408 -0.6951 2.9481 0.068 0.028 0.074
H 1.2224 -2.0215 4.7632 -0.098 -0.013 0.025
H -0.3554 -1.9082 3.9961 -0.067 -0.040 0.095
H 2.0853 -3.1454 2.6481 0.104 -0.060 0.021
H 0.9485 -4.0621 3.6378 0.094 -0.001 -0.013
H -0.9179 -3.2224 2.0369 -0.185 0.042 -0.061
H -0.3258 -3.9279 -0.1388 -0.182 0.023 -0.001
H 1.7760 -4.8403 -0.7097 0.053 -0.058 0.034
H 2.4203 -4.5996 0.9142 0.010 -0.092 -0.042
H 2.7385 -2.1956 0.4694 0.067 0.050 0.069
H 3.5862 -3.1868 -0.7189 0.071 0.055 0.031
H 0.9325 -1.7430 -1.1082 -0.133 -0.008 -0.018
H 1.6228 -2.8580 -2.2877 -0.083 -0.030 -0.058
H 3.0731 -0.3795 -1.2618 0.099 0.034 0.056
H 3.6082 -1.4685 -2.5382 0.075 0.006 0.066
H 2.7093 0.3175 -3.7540 -0.042 0.018 -0.096
H 1.3716 -0.8292 -3.7360 -0.008 -0.027 -0.111
H 1.7316 1.5888 -1.9109 -0.007 0.010 0.081
H 0.4068 0.4337 -1.7607 -0.016 0.013 0.118
H -0.4308 1.0296 -3.9960 0.003 -0.016 -0.045
H 1.0088 2.0204 -4.3020 -0.092 0.023 0.000
H -1.7540 1.6842 -2.1118 0.089 0.021 -0.079
H -2.5985 4.3827 -2.3406 -0.066 -0.060 0.115
H -3.1296 3.1824 -1.1396 -0.004 -0.042 -0.030
H -0.7827 3.7865 -0.0006 -0.172 -0.009 0.008
H -2.1990 4.8401 0.2415 0.021 -0.107 -0.013
H -0.3316 5.2905 -1.7995 -0.160 0.022 0.202



Record 4
78
Properties=species:S:1:pos:R:3:forces:R:3 method="wB97M-V/def2-TZVPD" relative_energy_kj_mol=15.4 orbital_gap_ev=6.7 total_charge=-1 e_homo_ev=-4.79
Pt 2.0202 0.0300 -0.0280 -0.062 -0.096 -1.115
B 4.6283 -2.4618 0.1802 -0.009 -0.017 0.001
N 4.9168 -0.9623 -0.1077 0.020 -0.037 0.047
C 6.1664 -0.5070 -0.2457 0.001 0.017 0.087
C 6.1330 0.8682 -0.3660 0.001 -0.006 0.003
C 4.7810 1.1867 -0.2983 -0.056 -0.021 -0.150
N 4.0596 0.0694 -0.1583 0.113 0.132 -0.089
N 3.1158 -2.7301 0.4225 0.080 0.160 -0.094
C 2.6862 -3.9021 0.8777 -0.011 -0.065 -0.078
C 1.3226 -4.0088 0.6436 0.078 -0.046 -0.069
C 0.9965 -2.8087 0.0318 -0.040 0.121 -0.228
N 2.0824 -2.0333 -0.1025 -0.249 -0.090 1.058
H 4.9991 -3.1020 -0.7832 -0.057 -0.014 -0.011
H 5.2079 -2.8050 1.1855 0.037 0.014 -0.023
H 6.9898 -1.2012 -0.2247 0.006 0.008 0.006
H 6.9617 1.5438 -0.4822 0.001 -0.001 -0.001
H 4.2766 2.1338 -0.3614 -0.017 0.007 0.023
H 3.3906 -4.5999 1.2984 -0.006 -0.005 -0.003
H 0.6732 -4.8357 0.8726 -0.007 0.005 0.000
H 0.0577 -2.4443 -0.3411 0.084 -0.057 0.054
C 1.1479 -0.3662 4.9088 0.010 0.018 0.016
C 1.4021 -1.0666 3.5926 -0.059 0.147 0.064
N 0.4071 -1.9048 3.1844 0.068 -0.012 0.037
O 2.4126 -0.8794 2.9433 0.086 -0.287 0.228
H 0.6250 -1.0061 5.6198 -0.001 -0.008 0.001
H 0.5360 0.5179 4.7152 0.003 -0.017 0.003
H 2.0996 -0.0450 5.3239 -0.001 0.002 0.008
H -0.5125 -1.7860 3.5729 -0.008 0.014 -0.016
H 0.4661 -2.2209 2.2273 -0.030 0.019 -0.028
C -2.3462 -3.2536 -0.6810 0.046 -0.033 0.028
C -2.5135 -1.8360 -1.2221 -0.032 -0.010 -0.041
C -2.9981 -1.8957 -2.6607 -0.054 -0.026 0.026
O -1.2329 -1.1940 -1.2063 0.088 0.113 -0.016
B -1.1380 -0.3873 -0.0578 -0.146 0.018 -0.157
O -2.3843 -0.3619 0.5913 0.102 -0.113 0.044
C -3.3651 -0.9280 -0.2772 -0.029 0.012 -0.033
C -4.3837 -1.6746 0.5685 -0.041 0.028 -0.019
C -4.0461 0.2209 -1.0159 0.039 0.042 0.000
H -1.6539 -3.8034 -1.3212 0.015 0.024 0.013
H -3.2953 -3.7904 -0.6653 -0.007 0.003 -0.014
H -1.9369 -3.2421 0.3314 -0.047 -0.005 0.011
H -2.3090 -2.5054 -3.2468 0.009 0.004 0.004
H -3.0468 -0.9067 -3.1106 0.006 0.005 -0.028
H -3.9883 -2.3551 -2.7168 -0.007 0.012 0.005
H -3.8972 -2.3836 1.2358 0.003 -0.004 0.001
H -5.0974 -2.2127 -0.0599 0.002 0.010 -0.010
H -4.9378 -0.9591 1.1773 0.008 0.001 0.006
H -3.3301 0.7619 -1.6382 0.008 0.003 0.003
H -4.4448 0.9164 -0.2760 -0.002 0.000 -0.005
H -4.8644 -0.1247 -1.6497 0.007 -0.016 -0.001
O 1.5981 4.1733 -0.4379 0.018 0.084 -0.040
C 1.4011 3.0220 -0.7926 0.065 -0.166 -0.042
O 2.1294 2.0312 -0.4059 0.068 0.216 0.371
C 0.3006 2.7780 -1.8193 -0.027 -0.020 0.055
C 0.0981 1.5515 -2.4410 0.075 0.071 -0.090
C -0.9319 1.3896 -3.3565 0.087 0.022 0.041
C -1.7373 2.4769 -3.6371 -0.190 -0.027 -0.212
C -1.5478 3.7206 -3.0561 0.078 -0.017 0.041
C -0.5175 3.8586 -2.1447 -0.062 -0.013 0.034
N -2.8460 2.3099 -4.5995 0.045 0.000 0.271
O -3.0868 1.1872 -5.0047 0.016 -0.002 -0.049
O -3.4789 3.2989 -4.9191 0.016 -0.014 -0.064
H 0.7499 0.7207 -2.2118 -0.026 -0.023 0.029
H -1.1022 0.4409 -3.8422 -0.023 -0.005 0.005
H -2.1943 4.5444 -3.3180 -0.014 -0.009 0.005
H -0.3254 4.8017 -1.6525 -0.005 -0.004 0.011
N 0.0052 0.2889 0.3830 -0.111 0.128 0.074
C -0.2343 1.4319 1.1924 -0.026 -0.234 0.102
C 0.6269 1.7808 2.2374 0.055 -0.008 0.024
C 0.4067 2.9144 3.0027 -0.009 0.004 0.006
C -0.6852 3.7370 2.7640 -0.005 -0.003 -0.006
C -1.5435 3.4116 1.7242 0.007 0.004 0.009
C -1.3172 2.2876 0.9468 0.054 0.000 -0.028
H 1.4970 1.1656 2.4299 -0.022 0.069 -0.081
H 1.1107 3.1614 3.7890 0.003 0.006 0.009
H -0.8484 4.6274 3.3579 0.003 0.003 -0.001
H -2.3872 4.0522 1.4931 0.002 -0.003 0.004
H -1.9793 2.0778 0.1178 -0.012 -0.010 -0.022



Record 5
50
Properties=species:S:1:pos:R:3:forces:R:3 method="wB97M-V/def2-TZVPD" relative_energy_kj_mol=128.7 orbital_gap_ev=5.4 total_charge=-1 e_homo_ev=-3.35
C -2.7067 2.4088 3.2152 1.129 0.231 -0.092
N -1.3251 2.8837 3.2892 0.831 0.227 0.082
C -0.9699 4.3182 3.3847 -0.230 -1.176 0.114
C 0.5747 4.3217 3.4484 0.246 -1.167 -0.164
N 0.9365 2.8899 3.5603 -0.853 0.258 -0.015
C 2.3221 2.4206 3.5809 -1.115 0.199 0.035
C -0.1923 2.0499 3.4285 0.047 1.075 -0.044
C -0.1852 0.7108 3.4241 -0.091 0.372 0.290
H -2.8273 1.5046 3.8085 0.061 -0.088 0.063
H -3.3901 3.1618 3.6026 0.052 0.160 0.064
H -2.9755 2.1889 2.1836 -0.182 -0.102 -0.126
H -1.3736 4.8744 2.5313 0.203 0.005 0.035
H -1.4173 4.7276 4.2949 0.058 0.198 0.065
H 1.0204 4.7240 2.5342 -0.073 0.175 -0.048
H 0.9761 4.8875 4.2966 -0.200 0.025 -0.029
H 2.4279 1.5233 2.9740 -0.049 -0.055 -0.080
H 2.9885 3.1811 3.1791 -0.060 0.133 -0.058
H 2.6263 2.1920 4.6009 0.204 -0.089 0.152
H 0.7139 0.1627 3.5988 0.395 -0.175 -0.034
H -1.0689 0.1561 3.1984 -0.304 -0.149 -0.025
O -0.8686 -0.3260 0.7220 -0.851 0.237 0.518
C -0.0280 -0.4583 -0.0325 1.832 -0.578 -0.704
Co 1.2059 -0.7002 -1.3266 0.039 0.052 0.897
C 0.7950 0.3670 -2.6993 0.437 -0.372 0.535
O 0.4790 0.9868 -3.5993 -0.316 0.813 -0.845
C 2.9125 -0.4125 -0.7387 -1.611 0.157 -0.070
O 3.9842 -0.2340 -0.4031 0.907 0.066 0.184
C 0.1792 -2.4558 -1.9669 2.245 2.292 -0.025
C -0.8966 -1.8606 -2.8321 0.362 -1.415 0.644
C -1.9251 -1.1338 -2.2443 -0.409 0.057 0.227
C -2.8690 -0.4857 -3.0118 0.099 -0.026 0.327
C -2.8108 -0.5661 -4.3858 -0.500 0.174 -0.520
C -1.8044 -1.2817 -4.9908 -0.008 0.077 -0.162
C -0.8727 -1.9423 -4.2173 0.147 -0.373 -0.218
C 1.6266 -2.3915 -2.2801 -1.240 -3.570 -3.293
C 2.0953 -2.5230 -3.6487 -0.195 0.918 4.624
Co 1.1998 -3.8346 -0.8498 -0.392 2.265 -1.160
C -0.0540 -3.7090 0.4642 1.035 -0.425 -0.358
O -0.8434 -3.6262 1.2801 -0.407 0.126 0.177
C 2.8207 -3.6544 -0.0277 -1.436 -0.501 -0.348
O 3.8310 -3.5427 0.4841 0.513 0.156 0.110
C 1.0198 -5.3771 -1.7705 0.325 0.703 0.590
O 0.9082 -6.3472 -2.3560 -0.135 -0.674 -0.459
H -1.9453 -1.0414 -1.1705 -0.181 -0.069 -0.092
H -3.6251 0.1240 -2.5428 -0.188 -0.026 0.141
H -3.5846 -0.1108 -4.9846 -0.004 0.260 -0.118
H -1.7255 -1.2940 -6.0690 -0.049 -0.172 -0.092
H -0.1180 -2.5374 -4.7001 0.088 -0.111 -0.056
H 2.9827 -3.0995 -3.8455 0.229 -0.245 -0.203
H 1.7764 -1.8197 -4.3908 -0.404 0.150 -0.438



Record 6
16
Properties=species:S:1:pos:R:3:forces:R:3 method="wB97M-V/def2-TZVPD" relative_energy_kj_mol=291.2 orbital_gap_ev=9.6 total_charge=0 e_homo_ev=-8.78
C 0.4994 -1.2087 -2.1158 0.044 -0.177 -0.070
N 0.2483 -0.6422 -0.8076 0.030 -0.195 0.442
C 0.2473 -1.3468 0.2639 0.048 0.462 -0.595
O 0.0204 -0.8740 1.4641 -0.202 1.081 -0.004
C 0.0070 0.7225 1.7020 0.218 -1.731 -0.235
C -0.8561 1.6530 0.8886 0.293 0.049 0.998
O -0.6053 1.6830 -0.4451 0.500 -0.917 -0.303
H -0.3445 -0.9911 -2.7790 0.136 -0.027 0.149
H 1.3968 -0.7599 -2.5547 -0.152 -0.061 0.105
H 0.6372 -2.2933 -2.0629 0.005 0.051 -0.044
H 0.4508 -2.4275 0.1825 -0.141 0.358 0.459
H -0.2718 0.7909 2.7579 0.240 -0.329 -0.239
H 1.0531 0.9826 1.5158 -0.115 -0.212 0.143
H -1.9280 1.6409 1.1861 0.344 -0.300 -0.231
H -0.4158 2.4995 1.5175 -0.557 0.364 -0.938
H -0.1389 0.5711 -0.7132 -0.691 1.585 0.363



Record 7
23
Properties=species:S:1:pos:R:3:forces:R:3 method="wB97M-V/def2-TZVPD" relative_energy_kj_mol=452.3 orbital_gap_ev=8.4 total_charge=+1 e_homo_ev=-13.42
C 1.0731 2.4770 -2.0079 -0.313 -1.123 -0.791
C 1.3680 1.5682 -1.0001 4.135 1.594 1.058
C -0.2465 2.5698 -2.4843 1.204 3.340 -0.671
C -1.2587 1.9226 -1.8480 -1.722 0.662 -1.955
C 0.3337 0.8775 -0.4940 -1.004 -2.788 4.132
C -1.9541 0.3300 -0.2561 0.539 -0.675 1.206
C 0.8524 -3.5179 2.4523 -0.035 -1.277 -1.700
C 0.7274 -2.2512 2.3358 -0.252 3.598 -2.607
C 0.6967 -1.5438 0.9483 -2.086 -0.231 0.957
N -1.4311 -0.3702 0.7804 -2.198 -0.629 0.475
N -0.8829 1.0406 -0.9268 -0.960 -0.180 0.002
N -0.0923 -0.2740 1.1147 2.246 2.312 -3.069
O -3.0711 0.4765 -0.5981 -1.239 -0.045 -0.181
H 1.9057 3.0065 -2.4867 -0.584 0.097 0.319
H 2.4726 1.6998 -0.5714 -2.716 -1.143 -0.709
H -0.3726 3.4718 -3.1577 -0.540 -1.664 0.469
H -2.3810 2.0455 -2.1047 2.142 -0.455 0.730
H 0.8276 -3.8699 3.4050 0.232 -1.645 2.431
H 0.9285 -4.1537 1.5816 -0.047 -0.265 0.183
H 0.6832 -1.5345 3.1390 -0.061 -0.105 0.399
H 0.3624 -2.0988 0.0801 -0.969 -0.749 0.253
H 1.6267 -1.3104 0.5718 2.510 1.163 0.075
H -2.1677 -0.5612 1.5268 1.719 0.208 -1.006



Record 8
16
Properties=species:S:1:pos:R:3:forces:R:3 method="wB97M-V/def2-TZVPD" relative_energy_kj_mol=100.3 orbital_gap_ev="8.8 / 7.5" total_charge=0 spin_multiplicity=2 e_homo_ev="-8.26 / -9.07"
Br -0.0351 -3.3665 1.3376 0.508 -0.252 1.180
Br -1.0934 -2.7824 -0.9793 -1.499 -2.970 0.641
C 1.7200 0.7041 0.7517 0.336 -0.357 0.138
C 0.3354 0.5033 0.1623 0.408 0.410 -0.813
C 0.0938 -0.5076 -0.6852 1.475 1.408 -0.664
C -1.1896 -0.8866 -1.2487 -0.384 -0.504 -1.486
C -0.7131 1.5508 0.4772 -0.170 -0.820 -0.025
H 1.7460 1.5597 1.4423 -0.023 -0.303 -0.251
H 1.9904 -0.2035 1.3208 -0.038 0.403 -0.140
H 2.5273 0.8484 0.0041 -0.596 -0.034 0.216
H 0.9081 -1.1098 -1.1043 0.006 0.203 0.709
H -1.2501 -1.3609 -2.3049 0.021 3.424 0.509
H -2.0487 -0.3233 -0.8428 0.140 -0.899 -0.461
H -0.3623 2.2810 1.1931 0.026 0.056 0.183
H -1.0641 2.0783 -0.4124 0.150 -0.044 -0.013
H -1.5647 1.0150 0.8886 -0.359 0.277 0.276



Energy across the listed records, respectively: -8576.68330, -797.91198, -990.71325, -2128.51066, -4137.97528, -362.97464, -588.04360, -5343.82834 hartree.